1.
{
  "formula": "C57H116O21S7",
  "method": "ωB97M-V/def2-TZVPD",
  "orbital_gap_ev": 9.553,
  "charge": 0,
  "species": ["O", "S", "O", "O", "C", "C", "C", "H", "H", "H", "H", "H", "H", "H", "H", "O", "S", "O", "O", "C", "C", "C", "H", "H", "H", "H", "H", "H", "H", "H", "O", "S", "O", "O", "C", "C", "C", "H", "H", "H", "H", "H", "H", "H", "H", "O", "S", "O", "O", "C", "C", "C", "H", "H", "H", "H", "H", "H", "H", "H", "O", "S", "O", "O", "C", "C", "C", "H", "H", "H", "H", "H", "H", "H", "H", "O", "S", "O", "O", "C", "C", "C", "H", "H", "H", "H", "H", "H", "H", "H", "O", "S", "O", "O", "C", "C", "C", "H", "H", "H", "H", "H", "H", "H", "H", "C", "C", "C", "C", "C", "C", "H", "H", "H", "H", "H", "H", "C", "C", "C", "C", "C", "C", "H", "H", "H", "H", "H", "H", "C", "C", "C", "C", "C", "C", "H", "H", "H", "H", "H", "H", "C", "C", "C", "C", "C", "C", "H", "H", "H", "H", "H", "H", "H", "H", "H", "H", "H", "H", "H", "H", "C", "C", "C", "C", "C", "C", "H", "H", "H", "H", "H", "H", "H", "H", "H", "H", "H", "H", "H", "H", "C", "C", "C", "C", "C", "C", "H", "H", "H", "H", "H", "H", "H", "H", "H", "H", "H", "H", "H", "H"],
  "positions_angstrom": [[-2.436, -0.874, -1.484], [-1.212, -0.015, -1.433], [-1.324, 1.445, -1.568], [-0.360, -0.390, -0.056], [-0.150, 0.667, 0.854], [0.606, 0.022, 1.980], [-0.096, -0.659, -2.732], [-1.023, 1.218, 1.204], [0.566, 1.402, 0.487], [1.494, -0.527, 1.667], [0.078, -0.701, 2.601], [0.877, 0.719, 2.773], [0.856, -0.177, -2.508], [-0.542, -0.297, -3.658], [0.037, -1.740, -2.754], [-1.791, -2.604, 5.230], [-0.636, -3.493, 5.246], [0.319, -3.392, 6.361], [-1.002, -5.124, 5.053], [-0.046, -6.076, 5.569], [-0.445, -6.627, 6.989], [0.346, -3.441, 3.618], [0.980, -5.756, 5.386], [-0.110, -6.940, 4.908], [-1.187, -7.419, 6.894], [-0.955, -5.808, 7.498], [0.420, -7.009, 7.530], [0.829, -2.483, 3.423], [-0.336, -3.607, 2.785], [1.043, -4.278, 3.648], [-4.954, -0.362, -6.223], [-5.689, 0.076, -5.071], [-6.331, 1.419, -5.022], [-6.737, -1.157, -4.636], [-7.729, -0.749, -3.727], [-8.631, -1.932, -3.583], [-4.354, -0.042, -3.793], [-8.420, 0.052, -3.988], [-7.255, -0.447, -2.793], [-9.469, -1.720, -2.919], [-8.115, -2.808, -3.192], [-9.050, -2.406, -4.472], [-3.679, 0.813, -3.760], [-3.821, -0.991, -3.745], [-4.884, 0.150, -2.860], [-0.720, 2.292, -7.598], [-1.719, 2.493, -6.518], [-1.982, 1.394, -5.606], [-1.314, 3.784, -5.598], [-1.804, 3.970, -4.301], [-0.965, 5.056, -3.755], [-3.369, 3.089, -7.107], [-1.594, 3.092, -3.690], [-2.868, 4.197, -4.230], [-1.059, 5.061, -2.669], [-1.250, 6.027, -4.158], [0.100, 4.918, -3.939], [-3.267, 4.121, -7.445], [-4.081, 2.938, -6.296], [-3.706, 2.407, -7.888], [-5.660, -0.491, 2.389], [-5.693, -1.844, 2.886], [-6.942, -2.551, 3.006], [-4.624, -2.722, 1.974], [-3.553, -2.048, 1.296], [-2.671, -3.136, 0.622], [-4.691, -1.962, 4.519], [-2.950, -1.491, 2.013], [-3.964, -1.340, 0.577], [-3.206, -3.314, -0.311], [-2.542, -4.105, 1.104], [-1.664, -2.796, 0.382], [-4.368, -2.950, 4.848], [-5.456, -1.658, 5.233], [-3.814, -1.326, 4.399], [-0.831, -2.975, -4.784], [-1.076, -3.857, -5.921], [-0.146, -4.936, -6.188], [-2.699, -4.436, -5.821], [-3.727, -3.805, -5.002], [-4.959, -4.700, -4.927], [-1.169, -2.905, -7.503], [-4.002, -2.853, -5.458], [-3.356, -3.742, -3.979], [-5.784, -4.267, -4.361], [-4.821, -5.670, -4.450], [-5.296, -4.879, -5.948], [-1.615, -3.642, -8.170], [-0.125, -2.678, -7.723], [-1.746, -1.981, -7.451], [-0.286, 1.781, 6.600], [-0.125, 2.654, 5.455], [1.178, 2.953, 4.956], [-1.089, 2.172, 4.207], [-2.308, 1.634, 4.429], [-3.331, 1.893, 3.290], [-0.963, 4.257, 5.824], [-2.686, 2.008, 5.380], [-2.227, 0.578, 4.690], [-4.279, 1.558, 3.709], [-2.962, 1.554, 2.322], [-3.397, 2.955, 3.055], [-0.331, 4.873, 6.463], [-1.982, 4.046, 6.147], [-1.082, 4.763, 4.866], [0.571, 5.589, 2.291], [0.794, 4.545, 1.419], [-0.055, 4.288, 0.345], [-1.254, 5.013, 0.359], [-1.509, 6.046, 1.218], [-0.526, 6.381, 2.145], [1.351, 5.674, 3.034], [1.686, 3.936, 1.401], [0.194, 3.482, -0.330], [-2.021, 4.784, -0.366], [-2.511, 6.447, 1.270], [-0.619, 7.173, 2.873], [5.592, 0.945, 0.898], [5.390, 2.204, 0.396], [4.579, 3.134, 1.019], [3.780, 2.744, 2.065], [3.771, 1.365, 2.460], [4.704, 0.492, 1.889], [6.221, 0.235, 0.382], [6.024, 2.544, -0.410], [4.446, 4.158, 0.702], [3.362, 3.544, 2.657], [3.132, 1.166, 3.308], [4.715, -0.545, 2.191], [-7.081, 1.624, -1.115], [-6.811, 2.557, -2.115], [-5.477, 3.050, -2.246], [-4.425, 2.569, -1.425], [-4.762, 1.643, -0.408], [-6.049, 1.126, -0.299], [-8.093, 1.248, -1.075], [-7.474, 2.868, -2.908], [-5.187, 3.725, -3.038], [-3.392, 2.885, -1.439], [-4.013, 1.154, 0.197], [-6.272, 0.309, 0.372], [3.388, -2.944, 1.946], [3.084, -2.474, 0.450], [3.590, -3.570, -0.508], [3.317, -3.163, -2.016], [4.087, -1.906, -2.486], [5.629, -1.937, -2.269], [2.740, -3.790, 2.172], [3.137, -2.124, 2.620], [4.438, -3.151, 2.154], [2.023, -2.294, 0.276], [3.768, -1.641, 0.288], [2.899, -4.401, -0.372], [4.607, -3.919, -0.325], [3.447, -4.038, -2.653], [2.267, -2.915, -2.168], [3.860, -1.892, -3.552], [3.635, -0.987, -2.111], [6.053, -2.796, -2.789], [6.186, -1.033, -2.516], [5.824, -2.191, -1.227], [7.675, 1.813, -3.353], [7.086, 2.964, -4.170], [5.729, 3.542, -3.697], [4.515, 2.650, -4.027], [3.102, 3.270, -3.432], [1.909, 2.251, -3.137], [7.667, 2.143, -2.314], [8.711, 1.676, -3.663], [7.059, 0.941, -3.573], [7.730, 3.841, -4.102], [7.266, 2.711, -5.215], [5.626, 4.509, -4.188], [5.728, 3.815, -2.642], [4.472, 2.668, -5.116], [4.811, 1.643, -3.734], [3.234, 3.890, -2.545], [2.823, 3.993, -4.197], [1.054, 2.745, -2.674], [1.550, 1.674, -3.988], [2.284, 1.616, -2.334], [2.206, -0.078, 6.076], [3.241, -1.243, 6.248], [4.562, -1.058, 5.393], [5.578, -2.001, 5.999], [6.755, -2.288, 5.075], [8.077, -2.589, 5.848], [1.546, -0.176, 6.938], [1.690, -0.212, 5.125], [2.676, 0.905, 6.120], [3.502, -1.213, 7.306], [2.713, -2.183, 6.092], [4.985, -0.054, 5.363], [4.454, -1.349, 4.348], [5.977, -1.596, 6.929], [5.317, -3.031, 6.245], [6.616, -3.015, 4.275], [7.002, -1.415, 4.471], [8.832, -2.913, 5.132], [8.477, -1.738, 6.399], [7.940, -3.434, 6.522]]
}

2.
{
  "formula": "C57H122Br2N12O4",
  "method": "ωB97M-V/def2-TZVPD",
  "relative_energy_kcal_mol": 189.6,
  "orbital_gap_ev": 3.245,
  "charge": 6,
  "species": ["C", "C", "C", "C", "C", "C", "N", "O", "C", "C", "C", "H", "H", "H", "H", "H", "H", "H", "H", "H", "H", "H", "H", "H", "H", "H", "H", "H", "H", "C", "C", "N", "C", "C", "N", "C", "C", "H", "H", "H", "H", "H", "H", "H", "H", "H", "H", "H", "C", "C", "N", "C", "C", "N", "C", "C", "H", "H", "H", "H", "H", "H", "H", "H", "H", "H", "H", "C", "C", "N", "C", "C", "N", "C", "C", "H", "H", "H", "H", "H", "H", "H", "H", "H", "H", "H", "C", "C", "N", "C", "C", "N", "C", "C", "H", "H", "H", "H", "H", "H", "H", "H", "H", "H", "H", "C", "C", "N", "C", "C", "C", "C", "C", "O", "C", "H", "H", "H", "H", "H", "H", "H", "H", "H", "H", "H", "H", "H", "H", "H", "H", "H", "H", "H", "H", "C", "C", "N", "C", "C", "C", "C", "C", "O", "C", "H", "H", "H", "H", "H", "H", "H", "H", "H", "H", "H", "H", "H", "H", "H", "H", "H", "H", "H", "H", "C", "C", "N", "C", "C", "C", "C", "C", "O", "C", "H", "H", "H", "H", "H", "H", "H", "H", "H", "H", "H", "H", "H", "H", "H", "H", "H", "H", "H", "H", "Br", "Br"],
  "positions_angstrom": [[3.799, -6.376, 7.243], [3.755, -5.088, 6.478], [5.220, -4.685, 6.061], [5.787, -5.527, 4.923], [5.050, -5.291, 3.617], [3.524, -5.782, 3.794], [2.916, -5.249, 5.172], [1.492, -5.064, 5.281], [3.354, -7.293, 3.872], [2.655, -5.130, 2.639], [3.097, -3.937, 7.320], [4.271, -7.250, 6.796], [2.770, -6.694, 7.409], [4.333, -6.130, 8.161], [5.789, -4.659, 6.990], [5.308, -3.665, 5.688], [5.768, -6.594, 5.145], [6.829, -5.235, 4.792], [5.593, -5.717, 2.774], [4.954, -4.226, 3.401], [2.322, -7.590, 4.061], [3.985, -7.661, 4.680], [3.686, -7.786, 2.958], [2.474, -4.063, 2.766], [1.740, -5.656, 2.366], [3.254, -5.287, 1.741], [3.050, -2.952, 6.855], [3.695, -3.738, 8.209], [2.105, -4.190, 7.693], [-2.519, 3.212, 4.874], [-1.760, 2.197, 5.738], [-0.926, 1.303, 4.965], [0.369, 1.532, 4.635], [0.765, 0.305, 3.943], [-0.367, -0.427, 3.730], [-1.382, 0.180, 4.312], [-0.494, -1.739, 3.115], [-2.735, 2.738, 3.917], [-1.923, 4.065, 4.547], [-3.413, 3.626, 5.341], [-2.441, 1.556, 6.298], [-1.160, 2.777, 6.440], [0.854, 2.424, 5.003], [1.706, -0.081, 3.579], [-2.399, -0.173, 4.226], [-0.425, -2.538, 3.853], [0.136, -2.002, 2.266], [-1.484, -1.854, 2.674], [4.491, -6.043, -1.042], [2.960, -5.958, -1.346], [2.127, -6.789, -0.477], [0.756, -6.789, -0.414], [0.315, -7.805, 0.491], [1.449, -8.424, 0.868], [2.535, -7.742, 0.407], [1.570, -9.581, 1.742], [5.110, -5.346, -1.607], [4.943, -6.973, -1.387], [4.731, -5.834, 0.000], [2.634, -6.242, -2.347], [2.684, -4.922, -1.149], [0.127, -6.207, -1.071], [-0.671, -8.150, 0.767], [3.571, -8.025, 0.519], [0.976, -10.433, 1.411], [1.359, -9.254, 2.760], [2.609, -9.906, 1.688], [3.197, 2.632, 2.734], [4.731, 2.931, 2.416], [5.006, 4.330, 2.502], [4.360, 5.394, 1.860], [5.010, 6.602, 2.158], [5.996, 6.245, 3.060], [6.063, 4.902, 3.164], [7.010, 7.159, 3.488], [2.905, 3.224, 3.601], [2.997, 1.561, 2.709], [2.586, 3.066, 1.943], [5.257, 2.542, 1.544], [5.341, 2.671, 3.281], [3.558, 5.351, 1.139], [4.867, 7.637, 1.887], [6.880, 4.356, 3.612], [6.538, 7.812, 4.222], [7.246, 7.650, 2.544], [7.795, 6.565, 3.955], [2.742, -2.150, 0.015], [2.268, -0.894, -0.705], [0.997, -0.305, -0.220], [-0.240, -0.906, -0.199], [-1.242, 0.016, 0.232], [-0.592, 1.210, 0.324], [0.740, 1.035, 0.013], [-1.149, 2.515, 0.752], [3.785, -2.357, -0.227], [2.098, -3.012, -0.159], [2.690, -2.013, 1.095], [2.206, -0.934, -1.792], [3.069, -0.190, -0.480], [-0.419, -1.900, -0.579], [-2.292, -0.200, 0.360], [1.523, 1.761, 0.176], [-1.850, 2.975, 0.056], [-0.337, 3.221, 0.926], [-1.700, 2.332, 1.674], [-5.631, 4.054, -0.902], [-5.208, 4.070, 0.578], [-6.437, 4.152, 1.599], [-7.412, 2.972, 1.420], [-5.866, 4.249, 3.036], [-6.856, 4.241, 4.277], [-7.329, 5.340, 1.195], [-6.676, 6.708, 1.105], [-6.138, 7.130, 2.347], [-5.789, 8.556, 2.465], [-4.846, 4.008, -1.657], [-6.197, 4.916, -1.253], [-6.231, 3.161, -1.078], [-4.506, 4.873, 0.805], [-4.722, 3.119, 0.796], [-6.878, 2.102, 1.803], [-7.724, 2.795, 0.391], [-8.271, 2.984, 2.091], [-5.234, 5.125, 2.893], [-5.205, 3.402, 3.220], [-7.329, 3.266, 4.395], [-7.621, 5.016, 4.219], [-6.442, 4.307, 5.284], [-7.991, 5.304, 2.060], [-7.890, 5.018, 0.318], [-7.545, 7.272, 0.766], [-5.901, 6.658, 0.341], [-5.104, 8.877, 1.681], [-5.554, 8.828, 3.494], [-6.765, 9.039, 2.414], [-4.685, 2.512, -8.212], [-5.403, 2.869, -6.913], [-4.919, 2.127, -5.643], [-5.831, 2.559, -4.442], [-5.050, 0.606, -5.819], [-6.477, 0.071, -6.336], [-3.454, 2.659, -5.403], [-2.790, 2.265, -4.142], [-2.525, 0.881, -4.275], [-2.138, 0.084, -3.137], [-5.204, 2.953, -9.063], [-4.671, 1.433, -8.369], [-3.714, 3.007, -8.246], [-6.447, 2.561, -6.959], [-5.395, 3.935, -6.683], [-5.915, 3.645, -4.415], [-5.580, 2.029, -3.523], [-6.802, 2.229, -4.813], [-4.744, 0.139, -4.883], [-4.263, 0.439, -6.554], [-6.560, -1.003, -6.175], [-6.655, 0.081, -7.412], [-7.349, 0.514, -5.855], [-3.563, 3.741, -5.318], [-2.847, 2.388, -6.266], [-3.429, 2.544, -3.304], [-1.813, 2.748, -4.118], [-2.962, 0.022, -2.425], [-1.191, 0.516, -2.812], [-2.020, -0.931, -3.516], [2.205, 1.539, -4.434], [1.907, 0.172, -4.977], [2.578, -0.213, -6.284], [2.060, -1.633, -6.679], [2.192, 0.831, -7.454], [0.723, 1.273, -7.522], [4.106, -0.136, -6.069], [4.648, -0.923, -4.841], [3.998, -2.109, -4.773], [4.385, -2.903, -3.619], [1.562, 1.705, -3.569], [2.063, 2.380, -5.112], [3.223, 1.707, -4.081], [0.846, 0.033, -5.187], [2.059, -0.644, -4.271], [1.430, -1.686, -7.567], [1.588, -2.087, -5.808], [2.958, -2.220, -6.869], [2.451, 0.306, -8.373], [2.781, 1.739, -7.323], [0.265, 1.838, -6.710], [0.054, 0.412, -7.513], [0.503, 1.861, -8.413], [4.421, 0.898, -5.930], [4.509, -0.498, -7.015], [4.463, -0.333, -3.943], [5.683, -1.129, -5.111], [4.436, -2.333, -2.691], [5.355, -3.323, -3.884], [3.633, -3.665, -3.416], [0.150, -3.462, -2.971], [-4.441, 0.443, 2.102]]
}